ORCA calculation (wB97M-V/def2-TZVPD) on C28H35BeF3N4P2 as an isolated structure in a non-equilibrium geometry.

Summary:
**F_max**: 4.6 eV/Å
**Energy above the lowest of the compared OMol25 structures with the same formula, charge and spin**: 0.0 kJ/mol
**HOMO**: -8.4348 eV

Cartesian coordinates (Å):
1 P 1.5504 -1.0459 -1.6243
2 P -1.7267 -0.8141 -1.4917
3 F -1.9062 -2.5763 3.7648
4 F -0.8643 -1.0304 4.9266
5 F -0.1975 -3.0888 5.0674
6 N -1.8342 0.9813 -1.5396
7 N 2.3231 -2.3442 -2.6195
8 N -3.3488 -1.1723 -2.1128
9 N 2.9514 0.0567 -1.8753
10 C 0.7472 3.1354 3.5758
11 C -0.8474 -0.9206 -3.1580
12 C -0.2123 3.6009 4.7329
13 C -5.3186 -1.3088 -3.2482
14 C -2.1647 2.1432 4.0332
15 C 1.0679 1.6804 3.4585
16 C -1.7840 1.8254 2.5958
17 C 2.7697 -2.3394 -3.9435
18 C -2.1919 1.9005 -2.5298
19 C 4.8940 1.0989 -1.3577
20 C -4.1787 -0.5469 -3.0518
21 C 3.0799 -3.6415 -4.3130
22 C 2.4083 -3.6544 -2.1392
23 C 3.4411 0.6419 -3.0458
24 C 0.5827 -0.3497 -3.0906
25 C 3.8429 0.3542 -0.8332
26 C -1.9056 3.1959 -2.0885
27 C -1.2019 1.7159 -0.5236
28 C -3.9922 -2.3724 -1.7368
29 C -5.1971 -2.4706 -2.4139
30 C 0.4086 0.6951 2.8235
31 C 2.8442 -4.4744 -3.1731
32 C -1.5775 3.0269 4.8293
33 C 2.0369 -2.1082 3.8963
34 C -1.2781 3.0730 -0.8147
35 C -1.0735 0.4813 2.6426
36 C -0.6235 -2.1731 4.1259
37 C 4.6464 1.2788 -2.7505
38 Be 0.7489 -2.4506 2.7809
39 H -5.9272 -3.2765 -2.3288
40 H -2.5508 1.5863 -3.4921
41 H -1.4283 -0.3866 -3.9328
42 H 2.8954 -1.4929 3.5953
43 H -0.7003 1.2023 0.2851
44 H 2.9948 -5.5359 -3.1209
45 H 1.7568 -1.7733 4.9126
46 H 5.7456 1.4610 -0.8117
47 H -1.0667 2.5373 2.2047
48 H 2.0074 1.3698 3.9532
49 H 2.4610 -3.1031 4.1173
50 H -2.1654 3.3941 5.6754
51 H -1.5234 -0.0096 3.5201
52 H -0.2754 4.7030 4.7068
53 H -0.8348 -1.9947 -3.4234
54 H -0.9297 3.8918 -0.1886
55 H -2.1258 4.1065 -2.6266
56 H 3.4537 -3.9354 -5.2775
57 H 2.8613 0.6289 -3.9511
58 H 2.8202 -1.4211 -4.5164
59 H 5.2506 1.7917 -3.4655
60 H 1.0179 -0.1434 2.4456
61 H -2.5951 1.7829 1.8593
62 H 3.5971 0.0538 0.1802
63 H -2.9767 1.5013 4.4644
64 H 1.7177 3.5887 3.8623
65 H -3.9179 0.3946 -3.5034
66 H -1.3081 -0.2307 1.8198
67 H -6.1505 -1.0519 -3.9021
68 H -3.5143 -3.0348 -1.0251
69 H 1.0644 -0.5406 -4.0666
70 H 0.4043 3.6088 2.6353
71 H 0.5669 0.7473 -2.9592
72 H 2.1446 -3.8588 -1.1092
73 H 0.3116 3.4356 5.6854


ORCA calculation (wB97M-V/def2-TZVPD) on a 2-piece molecular cluster, C5H13NO2 overall in a non-equilibrium geometry.

Summary:
**SMILES**: CN(C)C=O.CCO
**F_max**: 1.2 eV/Å
**Energy above the lowest of the compared OMol25 structures with the same formula, charge and spin**: 110.8 kJ/mol
**HOMO**: -9.3629 eV

Cartesian coordinates (Å):
1 O -2.2753 0.7604 0.4152
2 O -0.9186 -1.3880 0.4140
3 N 1.2696 -0.7992 0.8046
4 C -1.1998 1.0736 -1.7665
5 C -2.4916 1.0386 -0.9692
6 C 0.2721 -1.6613 0.4716
7 C 0.9717 0.5773 1.1323
8 C 2.6527 -1.2148 0.8472
9 H 0.6653 -2.6825 0.2472
10 H 3.0699 -1.0819 1.8595
11 H 1.4783 1.2680 0.4373
12 H 2.7249 -2.2810 0.5741
13 H -0.1171 0.7361 1.0548
14 H -0.7055 0.0878 -1.7461
15 H -3.1953 0.3043 -1.4062
16 H -2.9846 2.0296 -0.9880
17 H 1.2898 0.8171 2.1609
18 H -0.5104 1.8218 -1.3404
19 H -1.4055 1.3423 -2.8163
20 H 3.2590 -0.6279 0.1369
21 H -1.8496 -0.1202 0.4770


ORCA calculation (wB97M-V/def2-TZVPD) on a 6-piece molecular cluster, C5H22O5S2 overall in a non-equilibrium geometry.

Summary:
**SMILES**: CCCSSCC.O.O.O.O.O
**F_max**: 6.1 eV/Å
**Energy above the lowest of the compared OMol25 structures with the same formula, charge and spin**: 458.2 kJ/mol
**HOMO**: -8.4306 eV

Cartesian coordinates (Å):
1 S 1.5671 -0.1384 1.7380
2 S 2.5443 1.4199 1.2168
3 O -3.7683 -0.3141 -1.9694
4 O -4.5804 -0.6644 0.3614
5 O -1.6589 -2.1868 -0.6997
6 O -0.7960 -0.6067 -2.9974
7 O 2.5257 -0.4666 -1.4157
8 C -1.1423 1.8128 -0.1825
9 C 1.3554 -1.6795 0.7229
10 C 0.4265 -2.6897 1.3324
11 C -0.0626 2.6462 0.5863
12 C 1.3793 2.5608 0.2245
13 H -0.7833 1.7212 -1.1765
14 H -0.4158 3.6720 0.3472
15 H 1.7813 3.6077 0.4398
16 H -0.0924 0.0765 -2.6854
17 H -1.1318 0.8102 0.2554
18 H -0.4120 2.5512 1.7015
19 H -0.9792 -2.1897 -1.3758
20 H 2.3793 -0.8397 -2.2281
21 H -0.5005 -2.0384 1.6061
22 H 2.9837 0.2471 -1.2072
23 H -4.1522 0.4058 -1.5169
24 H 2.4789 -2.0495 0.7571
25 H -2.0398 2.2958 0.0077
26 H -2.3911 -1.5059 -0.9613
27 H 0.1155 -3.3916 0.5140
28 H 0.6183 -3.3574 2.2908
29 H 1.3721 2.1821 -0.8310
30 H -2.9725 -0.4297 -2.3517
31 H -3.7783 -0.3105 0.7430
32 H 1.0491 -1.4286 -0.2362
33 H -0.3237 -0.9540 -3.7235
34 H -4.1024 -1.5731 0.0194


ORCA calculation (wB97M-V/def2-TZVPD) on a 9-piece molecular cluster, C36H68O11 overall in a non-equilibrium geometry.

Summary:
**SMILES**: O=C1CCCO1.O=C1CCCO1.C1CCOC1.C1CCOC1.C1CCOC1.C1CCOC1.C1CCOC1.C1CCOC1.C1CCOC1
**F_max**: 2.0 eV/Å
**Energy above the lowest of the compared OMol25 structures with the same formula, charge and spin**: 18.9 kJ/mol
**HOMO**: -9.2431 eV

Cartesian coordinates (Å):
1 O -5.4820 3.8677 1.4902
2 O -1.1026 -0.3276 -0.9531
3 O 3.2080 -3.1802 -3.5135
4 O -2.3630 -3.5365 -4.7860
5 O -4.3694 -2.7513 3.6039
6 O -0.7400 0.0967 3.4281
7 O -1.1791 0.2646 -3.0919
8 O -0.5275 5.1859 -1.6214
9 O 4.3311 1.9310 -0.9099
10 O 1.6887 -3.1162 1.7362
11 O 3.7260 -1.7373 -5.1322
12 C 2.6762 -1.6755 -1.7534
13 C 3.6252 3.1640 -0.9170
14 C 3.4158 -0.9088 -2.8541
15 C -0.2551 -2.6729 -4.3447
16 C 0.4025 -0.7405 3.1681
17 C -0.7517 0.4733 4.8133
18 C -3.7484 2.2237 1.7858
19 C 4.6595 4.2186 -0.6009
20 C 0.7304 0.9892 -0.1498
21 C -3.7322 3.2552 2.8961
22 C 0.9497 -1.1666 4.5424
23 C -1.5447 -2.4298 -5.1226
24 C 2.3194 -5.3682 1.5676
25 C 0.3524 1.4078 -1.5770
26 C 2.9624 -3.1397 -2.1159
27 C -3.7233 -1.5445 3.1486
28 C -0.2226 -0.7929 5.4520
29 C 0.7601 -3.6946 0.8321
30 C -5.1529 3.7867 2.8780
31 C 2.2735 -4.1870 2.5218
32 C 0.9763 -5.2201 0.8640
33 C 1.2974 5.8600 -2.9441
34 C -4.2179 -3.7423 2.5916
35 C -0.7325 0.4468 -1.9959
36 C -0.3197 -0.0606 0.2285
37 C 3.4747 -1.9356 -3.9832
38 C -0.7557 -3.2885 -3.0303
39 C 5.5268 2.0553 -0.1513
40 C -4.3751 -2.9683 1.3082
41 C 0.7726 5.7484 -1.5075
42 C -3.5059 -1.7512 1.6173
43 C -2.1787 -3.7598 -3.3890
44 C 0.0267 5.8920 -3.7898
45 C 5.5036 3.4693 0.4404
46 C -0.8954 5.0106 -2.9813
47 C -4.9376 2.6891 0.8777
48 H 4.4675 -0.6612 -2.7018
49 H -0.1961 1.3999 4.9705
50 H 1.5702 -4.3425 3.3489
51 H 2.1713 -3.7861 -1.7340
52 H 6.4308 1.9133 -0.7477
53 H -0.3263 6.9212 -3.8781
54 H -2.8809 2.1585 1.1331
55 H -1.3529 -2.4944 -6.1972
56 H -4.0779 1.2280 2.0767
57 H -0.9771 -1.5813 5.3732
58 H -4.4615 -0.7525 3.2498
59 H 5.2696 4.5575 -1.4357
60 H 0.3317 -1.7577 -4.2679
61 H 1.1429 1.3905 -2.3241
62 H -1.9877 -1.4416 -4.9677
63 H -3.8496 -0.8687 1.0709
64 H -5.7524 1.9582 0.8369
65 H -5.9213 3.1576 3.3464
66 H 3.8595 -3.4869 -1.5913
67 H 3.1976 -5.3098 0.9271
68 H -1.8065 0.6061 5.0616
69 H 6.5095 3.8796 0.5321
70 H 3.1479 3.3433 -1.8795
71 H -0.0660 2.4175 -1.5520
72 H 0.2054 5.5482 -4.8077
73 H 1.9131 4.9999 -3.2242
74 H 0.1608 -5.7153 1.3833
75 H -2.3268 -4.8129 -3.1523
76 H -4.9291 -4.5521 2.7407
77 H 0.0223 -1.5430 2.5423
78 H -0.2751 -3.4808 1.1481
79 H 2.4062 -6.2805 2.1609
80 H -0.7478 -2.5285 -2.2465
81 H -4.0544 -3.5574 0.4486
82 H 1.1244 -0.1792 2.5672
83 H 3.1360 -1.4391 -0.7949
84 H 1.0333 -5.6055 -0.1556
85 H -3.1936 -4.1158 2.7398
86 H 5.0282 3.5312 1.4193
87 H 0.1286 -1.0183 0.4819
88 H 1.7055 0.4999 -0.1050
89 H 0.7979 1.8797 0.4697
90 H 1.8308 -0.5652 4.7662
91 H 2.8931 -0.0276 -3.2132
92 H -0.8766 3.9527 -3.2673
93 H -2.4876 -1.8817 1.2434
94 H 1.4398 5.1299 -0.9064
95 H -1.9389 5.3198 -3.0903
96 H 4.1973 5.0837 -0.1194
97 H -0.1459 -4.1238 -2.6825
98 H 0.3240 -3.4119 -4.9007
99 H 1.6089 -1.4640 -1.8039
100 H -4.6434 2.9637 -0.1341
101 H -2.9884 4.0340 2.7444
102 H 0.8300 -3.2235 -0.1524
103 H 0.7137 6.7682 -1.1182
104 H 1.1571 -2.2294 4.6388
105 H -2.9439 -3.1792 -2.8600
106 H -2.7661 -1.4211 3.6509
107 H 3.1975 -3.7547 2.8981
108 H -5.4006 -2.6249 1.1704
109 H 2.9002 3.1208 -0.0968
110 H -5.2459 4.7754 3.3301
111 H 1.9497 6.7304 -3.0294
112 H -0.9692 0.2455 1.0469
113 H -3.5325 2.8100 3.8756
114 H 5.4951 1.3046 0.6430
115 H -0.0214 -0.7501 6.5248